[1]
This record from the Open Molecules 2025 dataset describes a 2-piece molecular cluster, C7H10O overall in a non-equilibrium geometry. The level of theory is ωB97M-V/def2-TZVPD.

Atoms and positions in Å:
C 2.66 -1.02 -3.24
C 1.28 -1.07 -3.42
C 3.19 -0.61 -1.99
C 0.41 -0.86 -2.37
C 2.31 -0.22 -0.95
C 0.94 -0.32 -1.15
C 0.00 0.00 0.00
H 3.34 -1.37 -4.03
H 0.96 -1.30 -4.45
H 4.28 -0.45 -1.90
H -0.67 -1.04 -2.49
H 2.57 0.28 0.00
H -0.89 0.54 -0.35
H 0.46 0.58 0.81
H -0.31 -0.98 0.40
O -1.03 -3.16 3.95
H -1.48 -3.15 4.82
H -0.96 -2.21 3.69

HOMO energy = -8.874 eV
calculated total energy = -347.953947 a.u.
ΔE to the lowest compared entry with this formula, charge and spin = 24.25 kJ/mol
SMILES string = Cc1ccccc1.O
LUMO energy = 0.728 eV

[2]
This record from the Open Molecules 2025 dataset describes C17H27AlBeBr2Cl10N2O6S2 as an isolated structure in a non-equilibrium geometry. The level of theory is ωB97M-V/def2-TZVPD.

Atoms and positions in Å:
C 1.12 2.32 4.22
C 2.08 1.24 3.39
Cl 3.74 1.14 4.30
C 1.49 -0.30 3.39
S -0.03 -0.52 2.29
O -1.19 -0.92 3.28
O -0.43 0.80 1.54
N 0.13 -1.89 1.18
S 1.45 -1.63 0.05
C 2.73 -2.99 0.37
O 0.93 -1.89 -1.41
O 2.04 -0.20 0.07
H 1.31 2.10 5.36
H 1.44 3.40 3.90
H -0.03 2.18 3.98
H 2.25 1.56 2.26
H 2.34 -1.01 2.97
H 1.24 -0.60 4.51
H 3.42 -3.19 -0.57
H 2.09 -3.99 0.51
H 3.37 -2.83 1.34
Be -2.46 -2.15 4.13
C -1.19 1.75 7.30
Cl -0.96 0.97 5.71
Cl -1.88 0.58 8.44
Cl 0.39 2.32 7.91
Cl -2.29 3.14 7.12
Br 5.97 -0.24 5.08
Al -3.08 0.33 4.82
C -2.60 -3.03 10.76
Cl -3.57 -1.59 10.35
Cl -1.46 -2.63 12.07
Cl -3.69 -4.34 11.30
Cl -1.69 -3.57 9.33
Br 0.48 3.39 2.44
C -4.02 3.65 1.92
C -5.25 3.82 2.77
O -5.38 3.21 3.83
C -6.31 4.76 2.28
H -3.34 2.95 2.40
H -4.30 3.26 0.94
H -3.51 4.61 1.81
H -6.70 4.42 1.31
H -5.90 5.77 2.19
H -7.14 4.78 3.00
C 1.44 -2.09 -6.18
C 1.83 -3.46 -5.61
C 2.46 -3.27 -4.22
O 2.76 -3.99 -6.40
H 2.30 -1.42 -6.28
H 0.98 -2.19 -7.17
H 0.72 -1.60 -5.53
H 0.89 -4.00 -5.44
H 3.36 -2.64 -4.24
H 2.74 -4.23 -3.76
H 1.74 -2.79 -3.54
N 1.32 0.35 -8.50
C 0.33 0.81 -9.29
C 0.48 1.07 -10.64
C 1.73 0.84 -11.22
C 2.77 0.37 -10.43
C 2.52 0.13 -9.09
H -0.62 0.97 -8.79
H -0.35 1.44 -11.23
H 1.88 1.04 -12.28
H 3.75 0.18 -10.85
H 3.30 -0.24 -8.43
Cl 0.04 -4.22 -7.01

HOMO energy = -7.533 eV
calculated total energy = -12027.638448 a.u.
ΔE to the lowest compared entry with this formula, charge and spin = 935.39 kJ/mol
LUMO energy = -4.894 eV

[3]
This record from the Open Molecules 2025 dataset describes C32H84F6O16 as an isolated structure in a non-equilibrium geometry. The level of theory is ωB97M-V/def2-TZVPD.

Atoms and positions in Å:
C -14.06 -7.25 -20.18
O -15.47 -7.03 -19.97
O -13.58 -6.15 -20.96
C -13.48 -7.55 -18.70
F -13.02 -6.35 -18.20
F -14.34 -8.07 -17.82
F -12.47 -8.40 -18.84
C -16.42 -8.16 -19.81
C -17.69 -7.50 -19.27
H -17.45 -7.02 -18.32
H -18.20 -6.80 -19.93
H -18.49 -8.21 -19.05
H -16.05 -8.94 -19.14
H -16.60 -8.78 -20.69
H -14.03 -8.17 -20.75
C -13.15 -3.27 -20.03
O -14.23 -3.10 -19.12
O -13.73 -3.38 -21.35
C -12.10 -2.09 -19.78
F -12.53 -0.87 -20.15
F -11.76 -2.06 -18.47
F -10.98 -2.43 -20.37
C -14.40 -4.11 -18.13
C -15.50 -3.64 -17.17
H -15.48 -2.64 -16.73
H -16.47 -3.68 -17.67
H -15.59 -4.33 -16.33
H -13.51 -4.40 -17.58
H -14.72 -5.05 -18.58
H -12.68 -4.23 -19.84
C -18.25 -3.52 -17.37
C -18.36 -4.84 -18.10
O -19.42 -5.61 -17.52
H -17.57 -2.93 -17.98
H -17.91 -3.58 -16.34
H -19.28 -3.21 -17.53
H -17.47 -5.46 -17.97
H -18.61 -4.69 -19.15
H -19.03 -6.10 -16.80
C -9.87 -6.36 -19.21
C -11.37 -6.04 -19.14
O -12.04 -6.91 -20.09
H -9.27 -5.45 -19.16
H -9.54 -6.68 -20.20
H -9.72 -7.13 -18.45
H -11.52 -5.06 -19.60
H -11.68 -5.92 -18.10
H -12.99 -6.82 -19.99
C -16.83 -10.57 -23.08
C -15.52 -9.98 -23.48
O -15.34 -8.92 -22.51
H -17.18 -11.20 -23.90
H -17.56 -9.77 -22.94
H -16.73 -11.11 -22.15
H -15.62 -9.34 -24.36
H -14.66 -10.63 -23.36
H -14.74 -9.19 -21.81
C -17.68 -4.23 -20.99
C -16.42 -4.64 -20.18
O -15.58 -5.15 -21.10
H -17.87 -4.90 -21.82
H -17.55 -3.28 -21.51
H -18.53 -4.09 -20.33
H -16.68 -5.33 -19.38
H -16.03 -3.70 -19.79
H -15.36 -5.96 -20.65
C -20.38 -11.03 -19.64
C -19.01 -10.48 -19.23
O -19.22 -9.08 -19.16
H -20.71 -10.73 -20.64
H -21.22 -10.60 -19.09
H -20.60 -12.10 -19.55
H -18.45 -10.72 -20.13
H -18.53 -11.02 -18.41
H -19.49 -8.76 -20.02
C -19.95 -7.81 -15.83
C -19.40 -8.19 -17.22
O -19.26 -9.59 -17.19
H -19.17 -7.89 -15.07
H -20.77 -8.47 -15.53
H -20.33 -6.79 -15.87
H -18.42 -7.75 -17.38
H -20.16 -8.05 -17.99
H -19.46 -9.84 -18.10
C -16.20 -11.23 -18.23
C -16.04 -11.02 -16.74
O -15.96 -9.74 -16.34
H -16.86 -10.45 -18.61
H -16.57 -12.21 -18.53
H -15.21 -11.01 -18.61
H -15.17 -11.53 -16.33
H -16.84 -11.49 -16.17
H -16.78 -9.36 -16.66
C -14.20 -10.50 -19.85
C -13.83 -10.67 -21.34
O -13.77 -9.44 -21.80
H -13.38 -10.11 -19.25
H -14.44 -11.46 -19.39
H -14.97 -9.76 -19.65
H -14.55 -11.31 -21.85
H -12.90 -11.24 -21.25
H -12.84 -9.21 -21.91
C -11.25 -9.47 -17.83
C -11.68 -10.92 -17.57
O -12.03 -11.13 -16.24
H -10.91 -9.26 -18.84
H -10.36 -9.18 -17.27
H -12.15 -8.89 -17.64
H -10.84 -11.52 -17.93
H -12.50 -11.20 -18.24
H -12.94 -10.88 -16.08
C -10.78 -3.85 -22.11
C -10.89 -5.38 -21.95
O -12.21 -5.57 -21.66
H -9.99 -3.43 -22.73
H -10.72 -3.53 -21.07
H -11.71 -3.43 -22.50
H -10.18 -5.91 -21.31
H -10.61 -5.89 -22.87
H -12.25 -6.02 -20.81
C -17.33 -7.33 -23.47
C -16.49 -6.35 -22.65
O -15.13 -6.90 -22.67
H -16.98 -7.40 -24.51
H -18.37 -7.06 -23.30
H -17.15 -8.29 -23.00
H -16.92 -6.65 -21.69
H -16.74 -5.31 -22.84
H -15.16 -7.83 -22.89
C -22.00 -6.26 -18.84
C -20.95 -5.78 -19.87
O -19.65 -6.44 -19.76
H -21.45 -6.37 -17.91
H -22.56 -7.16 -19.08
H -22.64 -5.40 -18.60
H -20.79 -4.73 -19.63
H -21.29 -5.82 -20.90
H -19.04 -6.02 -19.15

HOMO energy = 0.564 eV
calculated total energy = -3070.619426 a.u.
ΔE to the lowest compared entry with this formula, charge and spin = 4892.31 kJ/mol
LUMO energy = 3.389 eV
total charge = -2